Entry 1:
57
Properties=species:S:1:pos:R:3 method="wB97M-V/def2-TZVPD" charge=+1 multiplicity=5 gap_ha="0.3157 / 0.1547" s2=6.011 energy_ha=-4389.100526
Co 0.21193 -0.24806 -0.04675
C -3.30291 -1.43325 2.49551
C -3.18319 -2.05855 1.12309
S -2.35848 -1.05542 -0.17928
C -3.26521 0.53499 -0.11813
C -2.83828 1.58031 0.91243
S -1.02768 1.70448 1.24950
C -0.85876 1.52536 3.07458
C -1.77736 0.58064 3.82655
S -1.66162 -1.15145 3.26930
H -3.83614 -2.12635 3.14763
H -3.85613 -0.49883 2.46055
H -4.17523 -2.30198 0.73779
H -2.58622 -2.96923 1.16657
H -4.32224 0.30150 0.00365
H -3.11695 0.92350 -1.12518
H -3.32828 1.43567 1.87111
H -3.12222 2.56525 0.53475
H -0.95451 2.53050 3.48920
H 0.16789 1.16906 3.19264
H -2.82147 0.89149 3.81604
H -1.43422 0.57409 4.86315
F -1.33147 -0.53673 -3.54606
B -0.32442 0.00975 -2.86465
F 0.36594 -0.97603 -2.05388
F 0.54203 0.75878 -3.56102
F -0.87208 0.84501 -1.78817
I 4.97754 -6.56651 2.60029
C 3.71293 -4.87646 2.48356
C 3.67763 -3.98673 3.54585
C 2.82847 -2.90203 3.48378
C 2.02590 -2.70583 2.36193
C 2.09258 -3.58792 1.28812
C 2.94097 -4.67669 1.34815
C 1.11575 -1.52175 2.36105
O 1.13861 -0.71499 3.28208
O 0.27598 -1.43216 1.38298
H 4.30431 -4.13952 4.41161
H 2.77731 -2.19402 4.29774
H 1.49582 -3.41029 0.40463
H 3.00138 -5.36942 0.52241
C 5.02847 0.53504 0.04460
N 3.90254 1.34144 -0.36786
C 4.02671 2.58724 -0.86633
C 2.93799 3.30149 -1.24433
C 1.65148 2.69983 -1.10438
N 1.55383 1.47815 -0.58114
C 2.65238 0.77883 -0.24110
O 2.51062 -0.36301 0.20603
N 0.54653 3.36486 -1.42565
H 5.95322 1.08587 -0.09198
H 5.04883 -0.38269 -0.54516
H 4.90721 0.26004 1.09352
H 5.03010 2.97671 -0.95502
H 3.03233 4.28975 -1.65839
H 0.62186 4.23633 -1.92148
H -0.31046 2.84132 -1.51770

***

Entry 2:
50
Properties=species:S:1:pos:R:3 method="wB97M-V/def2-TZVPD" charge=+2 gap_ha="0.2130 / 0.2533" energy_ha=-1224.199660
C -5.37794 4.80015 -0.58841
C -5.54789 5.97709 -1.50977
H -6.33952 4.48845 -0.16112
H -4.68300 4.99849 0.25219
C -4.48716 6.22188 -2.35926
C -3.43163 5.32853 -2.33910
H -3.27776 4.55259 -1.58156
H -2.62574 5.60745 -2.99586
C -6.84809 6.77453 -1.64595
H -7.75747 6.32827 -1.18382
H -7.07711 7.00565 -2.71059
H -6.69191 7.77632 -1.19761
C -4.50546 7.51524 -3.14783
H -4.61900 8.39851 -2.50751
H -5.33772 7.57388 -3.84889
H -3.58025 7.61439 -3.69923
Ba 0.44248 1.46253 0.55040
O -2.16259 2.37160 -0.57154
C -2.69234 2.31621 -1.71183
O -0.16740 0.64741 -1.55427
C -0.84357 0.87352 -2.58747
O -0.47298 0.31143 -3.71587
N -1.94614 1.68354 -2.74839
C -1.31208 0.80899 -4.79478
C -2.23467 1.82436 -4.22465
H -1.84615 -0.04002 -5.20431
H -0.68872 1.21489 -5.58297
H -3.28481 1.58406 -4.48090
H -1.92288 2.82634 -4.54811
C -3.99933 2.80779 -1.96110
C -5.02422 3.25218 -1.00282
H -4.28100 2.89957 -2.99703
H -5.16951 2.45719 -0.22239
H -5.95375 3.08705 -1.58994
N 2.80312 -2.46052 1.59236
C 3.56292 -2.44601 0.43153
C 3.18511 -1.34590 -0.29583
N 2.23499 -0.64574 0.42559
C 2.01419 -1.35496 1.55743
C 1.05915 -1.08529 2.63307
N 0.13386 -0.11035 2.63532
C -0.57520 -0.26766 3.81934
C -0.07659 -1.30531 4.55334
N 0.94227 -1.82237 3.76616
H 2.80377 -3.22782 2.28621
H 4.31599 -3.16885 0.20481
H 3.46895 -0.99854 -1.28080
H -1.41181 0.34734 4.06853
H -0.30484 -1.70534 5.53512
H 1.49424 -2.64478 3.97945

***

Entry 3:
51
Properties=species:S:1:pos:R:3 method="wB97M-V/def2-TZVPD" charge=+2 gap_ha=0.2749 energy_ha=-6949.216092
Ca 0.54638 -0.01824 0.24243
O 1.53635 -1.80261 -3.84532
C 0.28996 -2.04439 -4.39520
C 0.21593 -2.66983 -5.62550
C -1.02558 -2.92966 -6.18073
C -2.19033 -2.56838 -5.51254
C -2.10969 -1.93836 -4.28759
C -0.87049 -1.66249 -3.70250
C -0.79997 -0.96061 -2.40627
O 0.37966 -0.82583 -1.82623
N -1.89376 -0.49207 -1.87584
N -1.61685 0.07574 -0.65412
C -2.53367 0.77482 -0.11433
C -2.26878 1.41283 1.18392
C -3.27655 2.10286 1.83559
C -3.00914 2.70052 3.05867
C -1.73531 2.59280 3.58600
C -0.78036 1.88955 2.86888
N -1.02026 1.30174 1.69510
H 1.30019 -1.44640 -2.93999
H 1.12775 -2.95724 -6.13195
H -1.08474 -3.42271 -7.14173
H -3.15532 -2.77791 -5.95136
H -3.00403 -1.64249 -3.75775
H -3.49398 0.92239 -0.60252
H -4.25838 2.16572 1.38644
H -3.78328 3.24146 3.58563
H -1.47363 3.04515 4.53153
H 0.22738 1.80023 3.25594
Br 1.81748 -2.08835 2.19635
C 2.71305 -0.83521 3.37584
Br 2.94737 0.89290 2.55143
H 3.68897 -1.24344 3.60409
H 2.09767 -0.71685 4.25800
N 4.05655 -0.79949 -3.55201
C 4.47773 -1.48687 -2.29223
C 3.43514 -1.25260 -1.20597
N 3.06684 0.15781 -0.99014
C 2.86624 0.91350 -2.24251
C 3.92287 0.67320 -3.31255
H 3.13930 -1.19460 -3.87599
H 4.74234 -0.97376 -4.28678
H 5.45224 -1.08215 -2.01789
H 4.57935 -2.55047 -2.49907
H 3.82502 -1.65802 -0.27287
H 2.54081 -1.82464 -1.44766
H 3.78874 0.60785 -0.43670
H 2.85349 1.97799 -2.00922
H 1.88854 0.65664 -2.64966
H 4.90568 1.04239 -3.01868
H 3.63104 1.14848 -4.24725

***

Entry 4:
52
Properties=species:S:1:pos:R:3 method="wB97M-V/def2-TZVPD" charge=0 gap_ha=0.3256 energy_ha=-1517.528277
Cd 0.22424 -0.20516 -0.00943
O -1.07203 0.54028 -2.77989
C -1.74518 1.78209 -2.60242
C -1.41184 2.46436 -1.28221
N -1.35946 1.54206 -0.13761
C -2.65481 0.88850 0.13769
C -2.60807 -0.52026 0.76994
O -3.65868 -0.92717 1.22538
O -1.48606 -1.17535 0.72709
C -0.84406 2.27885 1.05279
C 0.67803 2.49628 0.89382
O 1.11355 3.59697 0.57355
O 1.37840 1.41369 1.04335
H -0.12269 0.70799 -2.81950
H -2.80731 1.56672 -2.68122
H -1.50371 2.48080 -3.40690
H -2.14694 3.25924 -1.09918
H -0.43918 2.95056 -1.35546
H -3.17500 0.72920 -0.80061
H -3.29043 1.51709 0.76347
H -1.01955 1.66015 1.93145
H -1.35484 3.23468 1.17385
N 3.45949 1.27434 -2.65324
C 2.41614 1.43784 -1.80703
N 1.63181 0.38742 -1.78867
C 2.19799 -0.53207 -2.67859
C 1.78165 -1.81551 -3.02585
C 2.55856 -2.51327 -3.92835
C 3.72396 -1.95115 -4.47800
C 4.14437 -0.67869 -4.14159
C 3.35491 0.01425 -3.22862
H 4.17990 1.95406 -2.81814
H 2.27729 2.32227 -1.19042
H 0.87677 -2.23771 -2.60407
H 2.26830 -3.51492 -4.22431
H 4.30602 -2.53066 -5.18421
H 5.04203 -0.24730 -4.56882
C 5.56342 -1.08479 1.20174
C 4.19734 -1.63523 0.95846
C 3.75213 -2.93064 0.77951
C 2.36280 -2.83188 0.56776
N 1.99196 -1.56172 0.62165
N 3.11945 -0.84711 0.83103
C 1.35773 -3.91296 0.31940
H 6.20653 -1.85348 1.62627
H 5.53722 -0.23975 1.89180
H 6.01535 -0.74571 0.26776
H 4.34764 -3.83108 0.80686
H 2.99745 0.14356 1.03226
H 1.75347 -4.87599 0.63638
H 1.10819 -3.98553 -0.74253
H 0.43233 -3.71048 0.86009

***

Result set for energy above the lowest of the compared OMol25 structures with the same formula, charge and spin: 72.9, 309.6, 0.0, 25.1 kJ/mol, one per record in the order listed.
Result set for max |F|: 1.96, 2.78, 0.45, 0.69 eV Å⁻¹, one per record in the order listed.